Molecular formula: CHFO3
Method: DFT, ωB97M-V/def2-TZVPD

The value obtained for the LUMO energy is 0.26 eV. As for the energy relative to the best compared isomer or geometry (same formula, charge and spin): 139.0 kJ/mol. As for the energy: -9908.918 eV.

Element x y z (Å)
1 C 0.648 0.513 -0.628
2 O 0.710 1.526 -1.178
3 O -0.999 -1.001 0.684
4 O -0.896 0.248 0.170
5 F 1.413 -0.532 -0.633
6 H -0.875 -0.754 1.584


Molecular formula: C21H27N3O7S
Method: DFT, ωB97M-V/def2-TZVPD

The value obtained for the LUMO energy is 0.47 eV. As for the energy relative to the best compared isomer or geometry (same formula, charge and spin): 0.0 kJ/mol. As for the energy: -51854.867 eV.

Element x y z (Å)
1 C -0.728 -3.073 -1.906
2 C -0.388 -3.087 -0.425
3 H -1.168 -2.596 0.160
4 H -0.243 -4.115 -0.078
5 O 0.813 -2.348 -0.160
6 C 1.968 -2.997 -0.295
7 O 2.075 -4.153 -0.610
8 C 3.150 -2.091 0.024
9 C 3.161 -0.887 -0.925
10 H 2.181 -0.410 -0.884
11 H 3.341 -1.218 -1.949
12 C 4.252 0.106 -0.514
13 N 4.072 0.506 0.863
14 C 3.629 1.687 1.327
15 O 3.473 1.910 2.514
16 C 3.303 2.782 0.302
17 N 2.232 2.387 -0.576
18 C 1.039 1.793 -0.228
19 C 0.499 1.404 0.986
20 C -0.727 0.757 0.946
21 C -1.376 0.531 -0.256
22 C -0.859 0.931 -1.477
23 C 0.365 1.560 -1.439
24 O 1.132 2.013 -2.473
25 C 2.288 2.503 -1.951
26 O 3.205 2.939 -2.587
27 H -1.391 0.731 -2.391
28 S -2.965 -0.293 -0.238
29 O -3.251 -0.758 -1.563
30 O -2.953 -1.252 0.835
31 N -3.961 1.002 0.121
32 C -5.125 1.198 -0.729
33 H -5.006 0.607 -1.634
34 H -5.191 2.260 -0.989
35 C -6.308 0.775 0.140
36 H -7.253 1.186 -0.208
37 H -6.375 -0.313 0.161
38 C -5.893 1.310 1.510
39 H -6.146 2.368 1.588
40 H -6.366 0.777 2.331
41 C -4.367 1.131 1.516
42 H -4.070 0.223 2.046
43 H -3.855 1.987 1.965
44 H -1.188 0.399 1.851
45 H 1.015 1.584 1.915
46 H 3.010 3.668 0.876
47 H 4.165 3.034 -0.321
48 C 4.171 -0.614 1.780
49 C 3.058 -1.615 1.479
50 H 2.089 -1.137 1.636
51 H 3.137 -2.467 2.155
52 H 5.152 -1.084 1.661
53 H 4.080 -0.226 2.796
54 H 5.230 -0.386 -0.589
55 H 4.263 0.966 -1.181
56 H 4.061 -2.681 -0.114
57 H -1.660 -3.608 -2.063
58 H 0.062 -3.555 -2.479
59 H -0.859 -2.051 -2.253


Molecular formula: C13H8FN2O4PdS2
Method: DFT, ωB97M-V/def2-TZVPD

The value obtained for the LUMO energy is 2.05 eV. As for the energy relative to the best compared isomer or geometry (same formula, charge and spin): 314.4 kJ/mol. Its charge is -1. As for the energy: -52648.759 eV.

Element x y z (Å)
1 Pd 1.413 -3.985 -0.079
2 O 1.784 -1.979 0.106
3 C 0.785 -1.393 0.647
4 O 0.571 -1.205 1.826
5 C -0.264 -0.839 -0.420
6 C -1.634 -0.605 0.116
7 C -2.444 -1.576 0.540
8 C -2.204 -3.004 0.614
9 C -1.249 -3.791 0.071
10 N -0.276 -3.538 -0.893
11 H -2.017 0.411 0.102
12 H -3.415 -1.262 0.910
13 H -2.891 -3.543 1.257
14 H -1.202 -4.826 0.396
15 O 0.026 2.867 -3.284
16 S 1.023 2.186 -2.511
17 O 2.378 2.164 -2.971
18 N 0.503 0.624 -2.214
19 C 0.270 0.447 -0.970
20 S -0.328 -2.116 -1.777
21 C 0.501 1.632 -0.077
22 C 0.324 1.760 1.292
23 C 0.612 2.992 1.868
24 C 1.062 4.063 1.102
25 C 1.236 3.932 -0.271
26 C 0.944 2.705 -0.825
27 H -0.005 0.914 1.882
28 H 0.488 3.117 2.936
29 H 1.280 5.008 1.582
30 H 1.584 4.758 -0.877
31 F 1.145 -5.918 -0.081


no.,F_max (eV/A),gap between HOMO and LUMO (Eh),E_HOMO (Ha)
1,5.59,0.4012,-0.39156
2,1.08,0.3474,-0.33002
3,1.04,0.2476,-0.17229